No. 1
# C29H49ClIN2O5P2Ta

A molecular structure, C29H49ClIN2O5P2Ta in a non-equilibrium geometry (ωB97M-V/def2-TZVPD, the Open Molecules 2025 dataset).

Each line ends with the natural charge from an NBO analysis.
Geometry (Å):
1 Ta -0.203 0.628 -0.569  2.4514
2 Cl 1.238 -4.116 -5.639  0.0870
3 C 0.527 -3.013 -4.535  0.0031
4 C -0.838 -2.905 -4.467  -0.2388
5 C -1.442 -2.017 -3.562  -0.1492
6 I -3.515 -1.869 -3.384  0.2570
7 C -0.668 -1.223 -2.753  0.1936
8 O -1.164 -0.331 -1.870  -0.7373
9 C 0.736 -1.323 -2.807  0.1994
10 N 1.439 -0.526 -1.940  -0.5544
11 C 2.759 -0.607 -1.952  0.1179
12 C 3.458 -1.465 -2.804  -0.2647
13 C 2.766 -2.272 -3.673  -0.0513
14 C 1.359 -2.222 -3.698  -0.1329
15 H -1.457 -3.512 -5.113  0.2655
16 H 3.295 0.029 -1.258  0.2169
17 H 4.537 -1.489 -2.764  0.2574
18 H 3.286 -2.947 -4.339  0.2594
19 C 1.540 -3.122 0.899  -0.6164
20 C 0.978 -2.762 2.283  -0.3259
21 C 0.510 -4.022 3.015  -0.6250
22 C 2.118 -2.122 3.086  -0.6180
23 P -0.419 -1.496 2.068  1.8563
24 N 0.048 -0.547 0.809  -1.2799
25 C -2.040 -2.306 1.510  -0.3290
26 C -3.053 -1.286 0.974  -0.6015
27 C -1.694 -3.263 0.358  -0.6121
28 C -2.690 -3.062 2.674  -0.6271
29 C -0.634 -0.343 3.556  -0.3263
30 C -1.874 0.528 3.325  -0.6137
31 C 0.584 0.588 3.661  -0.6165
32 C -0.811 -1.152 4.844  -0.6259
33 H 2.452 -3.701 1.050  0.2374
34 H 1.790 -2.229 0.330  0.2091
35 H 0.857 -3.733 0.313  0.2240
36 H 1.370 -4.686 3.123  0.2422
37 H -0.253 -4.573 2.471  0.2185
38 H 0.141 -3.803 4.018  0.2242
39 H 2.937 -2.840 3.134  0.2408
40 H 1.833 -1.900 4.112  0.2194
41 H 2.493 -1.219 2.602  0.2139
42 H -2.647 -0.654 0.187  0.2015
43 H -3.477 -0.656 1.747  0.2298
44 H -3.877 -1.848 0.533  0.2424
45 H -1.124 -2.750 -0.417  0.2070
46 H -2.625 -3.620 -0.085  0.2412
47 H -1.144 -4.138 0.696  0.2189
48 H -3.105 -2.376 3.413  0.2194
49 H -2.009 -3.745 3.178  0.2278
50 H -3.519 -3.652 2.277  0.2428
51 H -1.867 1.006 2.345  0.2150
52 H -1.891 1.318 4.077  0.2419
53 H -2.794 -0.039 3.451  0.2189
54 H 0.845 1.002 2.688  0.2016
55 H 1.454 0.099 4.088  0.2311
56 H 0.324 1.417 4.322  0.2375
57 H -1.743 -1.716 4.847  0.2263
58 H -0.841 -0.463 5.690  0.2448
59 H 0.010 -1.846 5.018  0.2162
60 C 1.058 4.131 1.771  -0.6631
61 C 1.772 3.625 0.527  0.3255
62 C 2.954 2.740 0.877  -0.6338
63 C 2.173 4.751 -0.408  -0.6603
64 O 0.843 2.691 -0.232  -0.8892
65 P -0.641 3.165 -0.809  2.5312
66 O -1.039 4.544 -0.647  -1.0064
67 O -1.460 2.014 -0.125  -1.0247
68 O -0.399 2.518 -2.260  -0.8788
69 C -1.084 3.035 -3.507  0.3194
70 C -0.695 2.020 -4.569  -0.6358
71 C -0.533 4.414 -3.824  -0.6555
72 C -2.587 3.041 -3.273  -0.6642
73 H 1.778 4.651 2.401  0.2511
74 H 0.634 3.301 2.339  0.2144
75 H 0.262 4.825 1.510  0.2518
76 H 3.697 3.330 1.410  0.2544
77 H 3.417 2.343 -0.028  0.2134
78 H 2.643 1.911 1.517  0.2113
79 H 2.886 5.395 0.105  0.2514
80 H 1.309 5.355 -0.682  0.2480
81 H 2.647 4.364 -1.311  0.2235
82 H 0.389 1.911 -4.616  0.2208
83 H -1.050 2.361 -5.540  0.2480
84 H -1.147 1.048 -4.360  0.2111
85 H 0.553 4.380 -3.923  0.2230
86 H -0.801 5.128 -3.048  0.2442
87 H -0.955 4.759 -4.766  0.2473
88 H -2.944 2.038 -3.030  0.2217
89 H -3.092 3.375 -4.178  0.2529
90 H -2.856 3.728 -2.469  0.2348

Cartesian forces, eV/Å:
Ta 2.42 -3.04 0.10
Cl 0.05 -0.05 -0.05
C -0.25 0.08 0.03
C 0.23 -0.15 -0.13
C -0.31 0.52 0.49
I 0.23 -0.07 -0.13
C 0.04 -0.69 -0.51
O -0.26 0.16 0.13
C 0.00 -0.09 -0.05
N -0.66 0.68 0.31
C -0.05 0.21 0.18
C 0.03 -0.16 -0.12
C 0.05 0.10 0.06
C -0.01 0.11 0.16
H 0.02 -0.02 0.01
H -0.01 0.01 0.00
H 0.00 0.03 0.01
H 0.02 0.01 0.01
C -0.11 -0.08 0.02
C -0.27 0.24 0.01
C 0.04 -0.04 0.06
C -0.01 -0.03 -0.04
P -0.10 -0.27 0.25
N -0.65 1.45 -0.80
C 0.30 0.08 0.16
C 0.05 0.03 0.11
C -0.03 0.00 0.13
C -0.01 -0.02 0.05
C 0.04 -0.26 -0.25
C -0.02 -0.06 0.06
C -0.02 -0.09 0.03
C 0.04 -0.11 0.05
H 0.00 0.00 0.02
H 0.07 0.00 -0.04
H 0.04 0.04 -0.01
H 0.02 0.02 0.01
H 0.05 -0.01 0.01
H 0.00 -0.05 -0.04
H 0.00 -0.01 -0.05
H 0.05 0.01 -0.05
H 0.03 0.02 0.05
H -0.02 0.03 -0.12
H 0.01 0.01 -0.05
H 0.02 -0.03 -0.05
H 0.00 -0.07 -0.09
H -0.02 0.04 0.00
H 0.01 0.02 -0.05
H -0.03 -0.04 -0.04
H -0.11 0.02 -0.01
H 0.00 0.00 0.00
H -0.07 0.05 -0.02
H 0.07 -0.01 0.02
H 0.01 0.03 -0.04
H 0.06 0.06 0.02
H -0.01 0.06 -0.05
H -0.05 -0.01 0.00
H 0.06 0.03 0.04
H -0.01 0.03 -0.01
H -0.03 0.06 0.06
C -0.19 -0.20 -0.24
C 0.76 0.19 0.45
C -0.21 -0.10 -0.15
C -0.20 -0.16 -0.12
O -1.15 -0.57 -0.42
P 0.55 1.82 -0.67
O -0.02 -0.05 0.04
O -0.61 0.04 0.47
O 0.00 0.43 0.87
C -0.33 -0.17 -0.83
C 0.05 -0.04 0.20
C 0.10 -0.13 0.31
C 0.17 -0.05 0.25
H 0.02 0.00 0.00
H 0.06 0.03 0.04
H -0.03 0.04 0.02
H 0.02 -0.02 0.02
H 0.03 0.04 0.01
H 0.04 0.01 0.04
H 0.02 -0.02 0.04
H 0.02 0.04 -0.01
H 0.02 -0.01 0.02
H 0.00 0.03 -0.04
H -0.01 0.00 -0.01
H 0.01 0.01 -0.02
H -0.01 0.01 -0.03
H 0.00 0.06 -0.02
H -0.02 -0.05 -0.02
H -0.01 0.01 -0.01
H 0.03 0.00 -0.03
H -0.05 0.03 -0.03

Net charge = +2
E_HOMO = -13.828 eV
E_tot = -84832.4465 eV
LUMO energy = -6.749 eV


No. 2
# C29H49IrNP2

A molecular structure, C29H49IrNP2 in a non-equilibrium geometry (ωB97M-V/def2-TZVPD, the Open Molecules 2025 dataset).

Each line ends with the Löwdin spin population.
Geometry (Å):
1 Ir -1.276 1.721 -0.270  0.6138
2 C 1.421 2.264 0.927  0.1294
3 C 0.059 2.534 1.539  0.0380
4 C 1.045 0.564 2.415  0.1276
5 C 1.896 1.031 1.370  0.0302
6 C 0.012 1.508 2.612  0.2766
7 C 2.303 3.277 0.279  0.0178
8 H 1.790 4.183 -0.067  0.0005
9 H 2.870 2.869 -0.576  0.0033
10 H 3.025 3.569 1.060  0.0076
11 C 3.179 0.369 0.967  0.0004
12 H 3.607 0.852 0.073  -0.0001
13 H 3.012 -0.707 0.779  0.0002
14 H 3.921 0.451 1.780  0.0002
15 C 1.288 -0.716 3.155  0.0070
16 H 2.102 -0.596 3.890  0.0036
17 H 1.614 -1.490 2.434  0.0016
18 H 0.394 -1.030 3.710  0.0003
19 C -0.845 1.589 3.835  0.0338
20 H -0.273 1.945 4.720  0.0123
21 H -1.270 0.601 4.111  0.0077
22 H -1.673 2.303 3.677  0.0011
23 C -0.232 3.962 1.953  0.0091
24 H 0.410 4.291 2.797  0.0020
25 H -1.278 4.070 2.280  0.0014
26 H -0.057 4.670 1.130  0.0011
27 C -1.384 -0.347 -3.338  0.3194
28 C -1.156 1.093 -3.517  0.1406
29 C -2.340 2.059 -3.568  0.0047
30 C -3.439 1.902 -2.519  0.0032
31 C -3.027 1.091 -1.317  -0.0209
32 C -3.492 -0.206 -1.302  0.1880
33 C -3.766 -1.030 -2.531  0.0333
34 C -2.767 -0.859 -3.647  0.0456
35 H -2.762 1.865 -4.567  0.0057
36 H -4.280 1.408 -2.993  0.0003
37 H -1.965 3.086 -3.517  -0.0004
38 H -3.177 -0.192 -4.409  0.0067
39 H -0.610 -1.067 -3.668  0.0119
40 H -0.441 1.361 -4.308  0.0254
41 H -2.602 -1.841 -4.115  0.0043
42 H -3.772 -2.078 -2.219  0.0020
43 H -3.816 -0.775 -0.421  0.0083
44 H -4.768 -0.847 -2.952  0.0091
45 H -3.772 2.900 -2.204  -0.0002
46 H -2.892 1.744 -0.372  0.0341
47 P -0.387 0.648 -1.942  0.1328
48 C 1.382 0.440 -2.227  0.0101
49 C -0.261 3.072 -1.529  0.0971
50 P -1.200 -0.370 1.128  0.2354
51 C -0.771 -0.823 -0.724  0.2015
52 C -2.875 0.058 1.795  0.0556
53 C -0.924 -2.084 1.704  0.0442
54 H 1.702 -0.164 -1.355  0.0002
55 H 1.954 1.397 -2.264  -0.0001
56 H 1.511 -0.126 -3.166  0.0012
57 H -1.093 3.654 -1.898  0.0103
58 H 0.618 2.986 -2.208  0.0083
59 H 0.142 3.525 -0.645  0.0048
60 H -1.742 -2.714 1.315  0.0083
61 H -0.940 -2.130 2.805  0.0029
62 H 0.031 -2.487 1.330  0.0017
63 H 0.188 -1.361 -0.664  0.0064
64 H -1.552 -1.466 -1.153  0.0129
65 H -3.042 -0.611 2.639  0.0068
66 H -3.689 -0.020 1.081  0.0044
67 H -2.871 1.078 2.189  0.0079
68 C 1.447 -3.460 -1.407  0.0508
69 C 2.174 -3.742 -0.158  0.2826
70 C 2.502 -5.048 0.312  0.1290
71 C 3.307 -4.864 1.464  0.1328
72 C 3.416 -3.454 1.647  0.2868
73 C 4.260 -2.796 2.660  0.0502
74 N 2.680 -2.811 0.694  0.0027
75 H 1.793 -4.147 -2.187  0.0084
76 H 1.621 -2.448 -1.770  0.0015
77 H 0.369 -3.613 -1.273  0.0197
78 H 2.176 -5.967 -0.174  0.0023
79 H 3.794 -5.606 2.099  0.0023
80 H 4.032 -3.207 3.653  0.0130
81 H 4.106 -1.716 2.688  -0.0001
82 H 5.324 -2.976 2.444  0.0178

Cartesian forces, eV/Å:
Ir 3.95 1.19 1.48
C -1.45 -0.21 0.95
C 2.11 -0.72 0.34
C 0.65 0.12 -0.66
C -0.32 0.15 0.56
C -0.05 0.45 -0.37
C 0.13 0.16 -0.37
H 0.22 -0.30 0.24
H -0.12 0.14 0.36
H -0.07 0.04 -0.39
C 0.04 0.00 0.00
H -0.09 -0.28 0.32
H 0.21 0.52 -0.07
H -0.13 0.01 -0.28
C 0.29 0.17 0.25
H -0.21 0.03 -0.20
H -0.27 0.28 0.52
H 0.45 0.03 -0.13
C -0.45 -0.01 0.12
H -0.17 -0.18 -0.57
H 0.20 0.52 -0.08
H 0.32 -0.38 0.18
C -0.34 0.37 0.18
H -0.23 -0.19 -0.39
H 0.33 0.13 -0.16
H -0.19 -0.16 0.20
C -0.26 -0.88 -1.71
C 0.63 0.68 -1.05
C 0.42 -0.12 -0.54
C 0.48 -0.08 -0.43
C -1.78 -1.19 -1.26
C -0.83 0.31 0.41
C -0.81 0.09 0.33
C 0.48 -0.70 -0.47
H -0.01 0.51 0.18
H -0.32 0.09 0.07
H 0.07 -0.35 -0.46
H 0.04 -0.14 -0.05
H -0.15 0.76 0.04
H 0.12 -0.05 0.34
H -0.35 0.31 -0.04
H -0.07 0.07 0.09
H 0.99 0.40 -0.18
H 0.07 -0.06 0.25
H 0.04 -0.31 0.03
H -2.60 -0.04 0.54
P -0.66 -0.20 1.48
C 0.36 -0.19 0.24
C 0.50 1.18 0.64
P 0.89 -0.44 -0.77
C -0.41 -0.75 0.44
C -0.20 -0.46 -0.01
C -0.49 -0.58 0.38
H 0.33 0.38 -0.61
H -0.59 -0.80 -0.01
H 0.16 0.19 0.39
H 0.29 0.37 -0.46
H -1.10 -0.32 0.10
H 0.06 0.94 -0.28
H 0.20 0.11 0.12
H -0.07 -0.16 -0.53
H -0.35 0.32 0.22
H -0.35 0.16 0.27
H 0.43 0.04 0.22
H -0.23 -0.17 0.03
H -0.02 -0.03 0.37
H 0.22 -0.18 -0.21
C -0.05 0.08 -0.42
C 0.89 0.31 1.61
C 1.29 -0.72 1.79
C -1.12 -1.35 -1.69
C -0.95 0.05 -1.30
C -0.04 0.44 0.29
N 0.13 0.51 -0.42
H -0.17 0.02 0.12
H 0.01 0.01 0.13
H 0.07 -0.03 -0.07
H 0.28 0.17 0.31
H -0.30 0.15 -0.37
H 0.19 0.03 -0.17
H -0.01 -0.18 -0.06
H -0.24 -0.08 0.09

Energy above the lowest of the compared OMol25 structures with the same formula, charge and spin = 495.2 kJ/mol
Net charge = +1
E_HOMO (spin up / spin down) = -9.106 / -9.813 eV
E_tot = -53757.4729 eV
<S²> = 6.06
Multiplicity = 5
LUMO energy (spin up / spin down) = -2.315 / -3.994 eV